Run 1
The following is a quantum chemistry calculation of one molecule with the formula C2H8N4, from the Open Molecules 2025 dataset.

Lowest unoccupied orbital energy (Eh): 0.0254
Orbital gap (eV): 9.23
Highest occupied orbital energy (Eh): -0.31369

Geometry as XYZ:
```
14
C2H8N4 ωB97M-V/def2-TZVPD
H -1.71 -2.12 0.58
N -0.98 -1.99 1.32
C -0.25 -0.95 0.91
N 0.92 -0.93 1.44
N -0.56 -0.18 -0.19
N 0.24 1.08 -0.21
C 0.52 1.09 -1.72
H 0.77 -1.07 2.45
H 1.27 0.09 1.66
H -1.65 0.01 -0.14
H -0.38 1.87 -0.06
H -0.49 1.33 -2.24
H 1.42 1.77 -1.82
H 0.91 0.01 -1.95
```

=====

Run 2
The following is a quantum chemistry calculation of one molecule with the formula C2H8N4, from the Open Molecules 2025 dataset.

Lowest unoccupied orbital energy (Eh): 0.0379
Orbital gap (eV): 9.30
Highest occupied orbital energy (Eh): -0.30402

Geometry as XYZ:
```
14
C2H8N4 ωB97M-V/def2-TZVPD
C -2.26 0.09 0.08
N -0.99 -0.58 -0.12
C 0.12 0.04 0.13
N 0.43 1.36 0.16
N 1.08 -0.92 0.29
N 2.39 -0.61 -0.16
H -2.38 0.48 1.10
H -3.06 -0.62 -0.11
H -2.39 0.94 -0.61
H -0.22 2.00 -0.26
H 1.42 1.56 0.08
H 0.24 -1.70 0.02
H 2.56 -1.00 -1.08
H 3.05 -1.04 0.48
```

=====

Which structure is most stable, and how do the rest compare? From most to least stable: run 2, run 1.

=====

Run 1
The following is a quantum chemistry calculation of a 2-piece molecular cluster, C2H4N2O2S overall, from the Open Molecules 2025 dataset.

Lowest unoccupied orbital energy (Eh): 0.0150
Orbital gap (eV): 10.99
Highest occupied orbital energy (Eh): -0.38880

Geometry as XYZ:
```
11
C2H4N2O2S ωB97M-V/def2-TZVPD
C -3.39 -1.35 0.31
C 0.75 -0.20 0.17
N -3.47 -2.47 0.09
N -0.27 0.49 0.37
O -2.60 0.38 -1.24
O -4.57 0.94 0.07
S -3.27 0.43 0.31
H -1.72 -0.06 -1.23
H 1.80 -0.22 0.73
H 0.58 -0.92 -0.49
H -0.24 1.27 1.06
```

=====

Run 2
The following is a quantum chemistry calculation of one molecule with the formula C2H4N2O2S, from the Open Molecules 2025 dataset.

Lowest unoccupied orbital energy (Eh): -0.0086
Orbital gap (eV): 9.76
Highest occupied orbital energy (Eh): -0.36722

Geometry as XYZ:
```
11
C2H4N2O2S ωB97M-V/def2-TZVPD
C -0.81 0.67 -0.50
C -0.36 -1.19 0.97
N -0.10 -0.18 0.29
N -1.65 1.58 -0.17
O 2.01 0.07 -1.53
O 2.44 -0.55 0.91
S 1.97 0.41 -0.09
H -0.42 0.51 -1.56
H -1.31 -1.70 1.06
H 0.31 -1.88 1.43
H -2.08 2.27 -0.81
```

=====

Run 3
The following is a quantum chemistry calculation of one molecule with the formula C2H4N2O2S, from the Open Molecules 2025 dataset.

Lowest unoccupied orbital energy (Eh): 0.0256
Orbital gap (eV): 9.45
Highest occupied orbital energy (Eh): -0.32156

Geometry as XYZ:
```
11
C2H4N2O2S ωB97M-V/def2-TZVPD
O 1.48 1.82 -1.04
N 0.86 1.73 0.22
C 0.22 0.63 0.28
N 0.23 -0.38 -0.71
O -0.94 -1.16 -0.57
C -1.00 -1.46 0.79
S -0.76 0.14 1.65
H 1.90 2.71 -1.01
H 0.21 0.00 -1.67
H -1.99 -1.86 1.00
H -0.21 -2.15 1.08
```

=====

Which structure is most stable, and how do the rest compare? From most to least stable: run 2, run 1, run 3.

=====

Run 1
The following is a quantum chemistry calculation of C32H22BBrF9N4O4PS3Se3Te2Ti as an isolated structure, from the Open Molecules 2025 dataset.

Charge: -2
Lowest unoccupied orbital energy (Eh): 0.1353
Orbital gap (eV): 5.90
Highest occupied orbital energy (Eh): -0.08150

Geometry as XYZ:
```
83
C32H22BBrF9N4O4PS3Se3Te2Ti ωB97M-V/def2-TZVPD
Ti -1.88 0.58 -0.74
Se -2.05 1.06 1.90
Te -4.25 0.41 2.94
Te -5.65 0.93 0.67
Se -4.21 -0.64 -0.62
C -1.22 2.45 -5.07
N -1.34 3.38 -3.97
C -0.66 4.58 -3.88
C -1.02 5.13 -2.70
N -1.90 4.29 -2.07
B -2.59 4.62 -0.71
N -1.54 4.52 0.47
C -1.61 5.35 1.56
C -0.72 4.93 2.48
N -0.08 3.84 1.94
C 0.86 2.98 2.63
C -0.62 3.58 0.72
S -0.04 2.32 -0.30
C -2.09 3.22 -2.86
S -3.11 1.85 -2.55
H -1.39 2.97 -6.01
H -1.96 1.67 -4.93
H -0.23 1.99 -5.04
H 0.03 4.89 -4.64
H -0.71 6.06 -2.24
H -2.94 5.78 -0.73
H -3.49 3.86 -0.51
H -2.31 6.17 1.58
H -0.48 5.30 3.46
H 1.41 3.58 3.36
H 1.55 2.55 1.91
H 0.33 2.18 3.13
F 6.41 -3.29 1.62
C 5.14 -2.88 1.66
C 4.33 -3.23 2.72
F 4.81 -4.01 3.70
C 3.01 -2.79 2.75
F 2.27 -3.21 3.78
C 2.48 -1.99 1.75
P 0.75 -1.30 1.79
C 0.73 -0.71 3.54
C 1.73 0.17 3.94
C 1.70 0.77 5.19
C 0.66 0.50 6.06
C -0.35 -0.37 5.67
C -0.32 -0.97 4.42
C -0.24 -2.84 1.85
C -1.62 -2.70 1.74
C -2.45 -3.81 1.73
C -1.91 -5.08 1.82
C -0.54 -5.24 1.90
C 0.30 -4.13 1.91
C 3.31 -1.66 0.67
Br 2.70 -0.59 -0.77
C 4.62 -2.10 0.64
F 5.45 -1.78 -0.37
H 2.55 0.41 3.26
H 2.50 1.45 5.48
H 0.63 0.97 7.04
H -1.18 -0.57 6.33
H -1.12 -1.63 4.12
H -2.06 -1.71 1.61
H -3.52 -3.66 1.62
H -2.56 -5.95 1.79
H -0.10 -6.23 1.93
H 1.37 -4.27 1.96
O -0.78 -3.23 -3.00
S -2.10 -2.79 -2.67
O -2.80 -3.77 -1.57
O -1.27 -0.89 -0.99
O -3.20 -3.99 -2.99
F 1.74 -3.53 -7.04
C 1.57 -2.52 -6.17
C 2.65 -1.90 -5.58
F 3.90 -2.31 -5.90
C 2.46 -0.87 -4.68
F 3.57 -0.31 -4.16
C 1.20 -0.40 -4.32
Se 0.96 1.01 -3.07
C 0.13 -1.04 -4.94
F -1.13 -0.68 -4.67
C 0.30 -2.08 -5.84
F -0.77 -2.68 -6.40
```

=====

Run 2
The following is a quantum chemistry calculation of C32H22BBrF9N4O4PS3Se3Te2Ti as an isolated structure, from the Open Molecules 2025 dataset.

Charge: -2
Lowest unoccupied orbital energy (alpha / beta) (Eh): 0.1072 / 0.1071
Orbital gap (alpha / beta) (eV): 4.97 / 4.96
Highest occupied orbital energy (alpha / beta) (Eh): -0.07540 / -0.07517

Geometry as XYZ:
```
83
C32H22BBrF9N4O4PS3Se3Te2Ti ωB97M-V/def2-TZVPD
Ti 0.06 0.65 -0.78
Se -1.13 2.03 0.42
Te -1.55 5.20 3.79
Te -0.79 3.50 2.09
Se 0.73 2.04 0.80
C -1.16 5.97 -0.78
N 0.19 5.61 -1.12
C 1.25 5.91 -0.29
C 2.35 5.31 -0.82
N 1.97 4.59 -1.95
B 3.02 3.62 -2.58
N 2.52 2.29 -3.41
C 2.41 2.36 -4.78
C 2.94 1.26 -5.35
N 3.41 0.45 -4.34
C 4.03 -0.83 -4.33
C 3.06 1.07 -3.20
S 3.34 0.20 -1.80
C 0.63 4.78 -2.10
S -0.38 4.01 -3.23
H -1.18 6.35 0.28
H -1.81 5.05 -0.76
H -1.56 6.69 -1.48
H 1.01 6.30 0.71
H 3.37 5.32 -0.50
H 3.70 4.18 -3.40
H 3.72 3.17 -1.70
H 1.96 3.23 -5.21
H 3.02 0.96 -6.37
H 4.21 -1.15 -5.35
H 3.39 -1.58 -3.85
H 5.00 -0.79 -3.82
F -7.15 -2.57 -1.04
C -5.96 -2.22 -0.54
C -5.50 -2.82 0.63
F -6.24 -3.75 1.24
C -4.26 -2.45 1.13
F -3.85 -3.02 2.27
C -3.44 -1.52 0.49
P -1.69 -1.29 1.13
C -1.30 -3.07 1.14
C -0.91 -3.75 2.30
C -0.41 -5.03 2.21
C -0.33 -5.68 0.99
C -0.79 -5.04 -0.15
C -1.26 -3.74 -0.08
C -2.00 -0.62 2.82
C -0.95 -0.72 3.74
C -0.74 0.24 4.71
C -1.53 1.38 4.72
C -2.69 1.42 3.93
C -2.93 0.42 2.99
C -3.93 -0.93 -0.68
Br -2.95 0.35 -1.68
C -5.18 -1.28 -1.18
F -5.63 -0.72 -2.31
H -1.00 -3.26 3.26
H -0.07 -5.53 3.11
H 0.09 -6.67 0.92
H -0.75 -5.55 -1.11
H -1.56 -3.23 -0.99
H -0.20 -1.49 3.60
H 0.12 0.16 5.37
H -1.19 2.35 5.16
H -3.20 2.41 3.88
H -3.74 0.57 2.28
O 0.04 0.90 -2.56
S 0.09 -0.62 -2.72
O 1.39 -0.98 -3.18
O -0.14 -1.03 -1.29
O -1.01 -1.04 -3.51
F 4.14 -4.37 3.24
C 3.31 -3.44 2.70
C 3.04 -2.25 3.36
F 3.63 -2.01 4.55
C 2.16 -1.35 2.79
F 1.97 -0.18 3.45
C 1.46 -1.56 1.59
Se 2.17 0.96 -0.33
C 1.87 -2.72 0.94
F 1.44 -2.98 -0.33
C 2.74 -3.66 1.46
F 3.02 -4.81 0.78
```

=====

Which structure is most stable, and how do the rest compare? From most to least stable: run 1, run 2.

=====

Run 1
The following is a quantum chemistry calculation of a 3-piece molecular cluster, C3H10NO2 overall, from the Open Molecules 2025 dataset.

Charge: +1
Lowest unoccupied orbital energy (Eh): -0.1812
Orbital gap (eV): 10.27
Highest occupied orbital energy (Eh): -0.55874

Geometry as XYZ:
```
16
C3H10NO2 ωB97M-V/def2-TZVPD
C 1.26 -0.73 -0.29
C 2.14 -0.05 0.42
C -0.46 -1.14 1.34
N -0.09 -0.83 0.17
H 1.42 -1.10 -1.28
H 2.20 0.28 1.45
H 3.14 0.08 0.00
H -1.48 -0.88 1.62
H 0.15 -1.58 2.12
H -0.84 -0.68 -0.49
H -2.79 1.79 1.28
H -1.31 1.77 0.69
O -2.02 1.26 1.09
H 0.76 0.81 -2.37
H -0.53 1.45 -2.84
O -0.19 0.69 -2.36
```

=====

Run 2
The following is a quantum chemistry calculation of an isolated ion of composition C3H10NO2 and charge +1, from the Open Molecules 2025 dataset.

Charge: +1
Lowest unoccupied orbital energy (Eh): -0.1198
Orbital gap (eV): 11.83
Highest occupied orbital energy (Eh): -0.55453

Geometry as XYZ:
```
16
C3H10NO2 ωB97M-V/def2-TZVPD
N 0.54 0.42 1.17
C 0.21 -0.29 -0.12
C -1.25 -0.84 0.08
O -1.23 -1.53 1.30
C 0.38 0.77 -1.20
O 1.79 1.00 -1.21
H 0.50 -0.32 1.92
H 1.44 0.91 1.12
H -0.20 1.09 1.42
H 0.91 -1.12 -0.31
H -2.00 -0.06 0.35
H -1.66 -1.44 -0.76
H -1.26 -2.49 1.24
H -0.05 0.37 -2.16
H -0.08 1.76 -1.09
H 1.96 1.76 -1.77
```

=====

Which structure is most stable, and how do the rest compare? From most to least stable: run 2, run 1.